A 4-piece molecular cluster, C35H55B2F24N2O7P2 overall at a distorted geometry. Source: the OMol25 dataset; level of theory: the ωB97M-V functional and the def2-TZVPD basis.

Last column: Mulliken charge in e.
Atoms and positions in Å:
C: 7.87709 1.63947 5.20414  -1.191
C: 8.46559 1.60053 3.76824  -0.536
P: 7.06394 1.37492 2.56135  0.399
C: 6.36775 -0.30111 2.98084  -0.946
C: 4.83389 -0.20780 2.99061  -1.224
B: 7.67256 1.50462 0.69900  -0.595
C: 7.05863 2.85655 -0.01667  -1.240
C: 5.55160 2.85656 -0.36059  -0.368
C: 4.62967 3.39588 0.73997  -0.345
C: 3.20445 2.81956 0.54808  -0.478
C: 2.09572 3.81293 0.89491  -0.697
C: 0.70777 3.15115 0.86912  -0.499
C: -0.32654 3.93165 1.70680  -1.050
C: -1.70668 4.01074 1.06502  -0.775
C: -2.42400 2.66069 1.01853  -0.674
C: -3.96213 2.81161 0.97098  -0.685
C: -4.60820 2.54979 2.33902  -0.918
C: -4.95821 1.07942 2.51945  -0.709
N: -5.98757 0.65964 1.57558  0.550
C: -5.83569 -0.30358 0.65071  -1.036
C: -6.97192 -0.46151 -0.05839  -0.645
C: -7.85423 0.53152 0.44855  -0.836
C: -7.25063 1.16617 1.45924  -0.665
B: 9.35682 1.75166 0.80126  1.009
O: 9.84697 2.99596 1.21536  -0.628
O: 10.33991 0.80030 0.46145  -0.732
P: 7.34487 -0.08641 -0.30801  0.660
N: 5.84849 -0.62163 -0.28263  -0.541
O: 8.24664 -1.32820 0.21890  -0.613
O: 7.82728 0.21139 -1.86078  -0.635
H: 7.54343 2.66519 5.37602  0.326
H: 6.98887 1.02012 5.31142  0.282
H: 8.62607 1.40470 5.96184  0.366
H: 8.98708 2.54232 3.63296  0.366
H: 9.17284 0.76104 3.74725  0.313
H: 6.68182 -1.10349 2.31384  0.433
H: 6.64694 -0.61708 3.98921  0.619
H: 4.52931 0.64392 3.60144  0.360
H: 4.43358 -0.11027 1.98319  0.082
H: 4.41101 -1.09313 3.47722  0.466
H: 7.62456 3.12589 -0.91628  0.445
H: 7.23868 3.67793 0.68330  0.173
H: 5.41118 3.52849 -1.22036  0.313
H: 5.16617 1.88612 -0.67615  0.217
H: 4.94192 3.09101 1.73751  0.173
H: 4.53354 4.48538 0.72300  0.492
H: 3.07880 1.91950 1.15480  0.035
H: 3.07043 2.51856 -0.49445  0.272
H: 2.26174 4.24670 1.88289  0.417
H: 2.07629 4.57142 0.10744  0.200
H: 0.34368 3.04409 -0.15327  0.393
H: 0.82506 2.16651 1.32670  0.310
H: -0.38162 3.52754 2.71849  0.369
H: 0.03720 4.95935 1.81768  0.468
H: -1.65648 4.45042 0.06875  0.302
H: -2.31469 4.66343 1.70256  0.437
H: -2.13490 2.12698 0.11120  0.354
H: -2.16681 2.03910 1.87980  0.364
H: -4.21403 3.82438 0.65164  0.451
H: -4.38093 2.13908 0.22000  0.399
H: -3.90954 2.89195 3.10305  0.448
H: -5.53956 3.11641 2.38783  0.417
H: -4.08208 0.46851 2.29480  0.306
H: -5.30625 0.86062 3.52939  0.330
H: -4.94541 -0.88392 0.50368  0.953
H: -7.13551 -1.17688 -0.84123  0.645
H: -8.85661 0.72058 0.09772  0.664
H: -7.71038 1.93374 2.05555  0.385
H: 10.77610 2.85419 1.45629  0.240
H: 10.91411 0.55523 1.19803  0.269
H: 5.44707 -0.61343 -1.21848  0.133
H: 7.71726 -2.12970 0.09224  0.346
H: 7.30194 0.95240 -2.19539  0.356
C: 4.33952 -4.24053 -3.32827  -0.778
C: 4.35458 -3.85535 -4.82224  0.933
C: 5.05236 -4.80485 -5.80100  0.070
F: 6.36376 -4.93670 -5.54680  -0.211
F: 4.93721 -4.30953 -7.05970  -0.273
F: 4.83605 -2.60476 -4.96037  -0.257
F: 3.04510 -3.81816 -5.21771  -0.338
O: 5.27781 -3.63541 -2.45287  -0.327
C: 6.54657 -4.14910 -2.26462  0.812
C: 7.63923 -3.17771 -2.71392  0.921
F: 7.51101 -2.87156 -4.02160  -0.241
F: 8.85340 -3.75824 -2.54763  -0.286
F: 6.67166 -5.36949 -2.83646  -0.317
F: 6.69894 -4.33637 -0.93496  -0.282
H: 3.38257 -3.86871 -2.96273  0.405
H: 4.30192 -5.32207 -3.19201  0.292
H: 4.58406 -5.79306 -5.77968  0.268
H: 7.59174 -2.25819 -2.12967  -0.450
C: -3.72200 -3.85902 2.55222  -0.949
C: -4.54820 -3.77947 1.25205  0.959
C: -6.06271 -3.59532 1.39866  0.248
F: -6.63870 -4.62998 2.04203  -0.250
F: -6.63962 -3.53149 0.17557  -0.262
F: -4.26593 -4.84858 0.47906  -0.283
F: -4.08079 -2.68115 0.58220  -0.285
O: -3.33360 -5.14134 3.03519  -0.410
C: -4.14849 -5.89477 3.85496  0.817
C: -4.56175 -7.21524 3.19724  0.190
F: -5.22186 -7.00220 2.04451  -0.214
F: -5.38693 -7.89291 4.02977  -0.257
F: -5.20872 -5.18704 4.28796  -0.287
F: -3.41944 -6.20647 4.95094  -0.302
H: -2.77172 -3.38843 2.30169  0.451
H: -4.15061 -3.24394 3.34370  0.381
H: -6.29397 -2.66868 1.93082  0.236
H: -3.68102 -7.82592 2.98818  0.232
C: -10.16687 1.20525 -5.49056  -0.743
C: -11.50796 1.06235 -4.74218  0.909
C: -12.27632 2.34134 -4.39485  0.088
F: -11.58828 3.14409 -3.56587  -0.212
F: -13.42886 2.00749 -3.76468  -0.268
F: -11.32654 0.30960 -3.63738  -0.261
F: -12.32896 0.35186 -5.57071  -0.333
O: -8.95594 1.12597 -4.74789  -0.376
C: -8.39342 2.23309 -4.13861  0.740
C: -8.33338 2.08373 -2.61635  0.527
F: -9.56544 1.90462 -2.09798  -0.259
F: -7.81859 3.20732 -2.06778  -0.299
F: -9.01299 3.36882 -4.51923  -0.294
F: -7.12181 2.31935 -4.58523  -0.298
H: -10.12160 0.32880 -6.13613  0.400
H: -10.16883 2.06199 -6.16463  0.330
H: -12.53061 2.89764 -5.30147  0.275
H: -7.71075 1.23104 -2.33615  0.077

Atoms 1-3, force components in eV/Å:
C 0.0 0.7 -0.5
C -0.3 -1.1 0.9
P -0.5 0.7 0.3

Total charge   -1
2S+1   1
HOMO   -0.1357 hartree
Kohn-Sham gap   5.3 eV